Record 1
Molecular formula: C8H24NO6P3Si
Method: DFT, the ωB97M-V functional and the def2-TZVPD basis

Structure (ORCA input):
```
! RIJCOSX wB97M-V def2-TZVPD def2/J DEFGRID3
* xyz 0 1
C 1.6406 2.3835 -1.7354
C 0.3327 1.5847 -1.7011
Si 0.4760 -0.1198 -2.4432
C 1.2035 -1.3767 -1.2300
O 2.0288 -0.6609 -0.3304
C 2.6431 -1.4840 0.6381
P -1.3837 -1.0730 -3.2978
P -2.7883 0.0680 -2.0855
O -2.9941 1.4813 -2.4162
O -2.2496 -0.1973 -0.5865
O -4.1260 -0.8284 -2.0394
P 1.7461 -0.0357 -4.3249
N 0.9413 0.6034 -5.5120
H 1.7926 2.8440 -2.7133
H 2.5154 1.7681 -1.5183
H 1.6269 3.1809 -0.9926
H -0.4752 2.1237 -2.2005
H 0.0171 1.4252 -0.6668
H 1.7916 -2.1271 -1.7832
H 0.4106 -1.9319 -0.7072
H 1.9350 -1.7733 1.4233
H 3.0482 -2.3969 0.1871
H 3.4534 -0.9118 1.0856
H -1.5035 -0.1570 -4.3672
H -2.5046 0.5487 -0.0190
H -4.4693 -1.0781 -2.9064
H 2.9882 0.5209 -3.9384
H 2.1615 -1.3834 -4.4945
H 1.4174 1.3214 -6.0409
C -1.7248 -0.9736 2.7830
C -0.5227 -1.3044 3.6409
O 0.4330 -0.2378 3.6695
C 0.3346 0.8147 4.5155
C -0.9116 0.9880 5.3517
O 1.2306 1.6105 4.5374
H -2.2934 -0.1420 3.2007
H -2.3871 -1.8377 2.7168
H -1.4023 -0.7099 1.7758
H -0.8091 -1.5947 4.6523
H 0.0310 -2.1386 3.2144
H -1.5950 1.6355 4.8000
H -0.6255 1.5035 6.2641
H -1.4337 0.0680 5.5948
*
```

Output
HOMO level = -8.47 eV
SMILES string = CC[Si@@](COC)(PP(=O)(O)O)[PH2]=N.CCOC(C)=O
Relative energy (zero: lowest compared OMol25 entry of this formula, charge and spin) = 0.0 kJ/mol
Frontier orbital gap = 8.937 eV

***

Record 2
Molecular formula: C27H51AgClN6SSi4
Method: DFT, the ωB97M-V functional and the def2-TZVPD basis

Structure (ORCA input):
```
! RIJCOSX wB97M-V def2-TZVPD def2/J DEFGRID3
* xyz -1 1
Ag 1.0202 -0.3122 0.5878
N -0.7792 -2.1831 4.8757
C -0.2093 -1.0595 5.4330
C -0.0263 -0.1919 4.3967
N -0.4554 -0.7533 3.2219
C -0.8952 -1.9401 3.5361
C -1.4714 -2.8732 2.5781
N -1.2688 -2.8349 1.2887
C -2.0487 -3.8323 0.7610
C -2.7239 -4.4871 1.7487
N -2.3433 -3.8672 2.9183
H -0.9108 -3.0630 5.3407
H 0.0145 -0.9954 6.4830
H 0.3982 0.7988 4.4080
H -2.0764 -4.0174 -0.3003
H -3.4163 -5.3099 1.7358
H -2.7252 -4.0455 3.8292
C -1.9886 0.1660 -4.4280
Si -1.7649 0.2792 -2.5509
C -2.3154 2.0292 -2.0845
C -3.0345 -0.9622 -1.8733
Si 0.3503 -0.1687 -1.6961
Si 1.0873 -2.0110 -2.9120
C 2.7148 -2.6835 -2.2304
C 1.3752 -1.6957 -4.7573
C -0.1331 -3.4573 -2.7995
Si 1.7285 1.5353 -2.5163
C 3.5115 0.9326 -2.6578
C 1.2439 2.2062 -4.2217
C 1.7461 3.0158 -1.3541
H -3.0050 0.4579 -4.7123
H -1.8223 -0.8551 -4.7793
H -1.2882 0.8188 -4.9515
H -3.3897 2.1671 -2.2488
H -1.7883 2.7580 -2.7065
H -2.0885 2.2717 -1.0446
H -4.0587 -0.5798 -1.9258
H -2.8095 -1.2334 -0.8405
H -2.9961 -1.8843 -2.4588
H 3.5388 -1.9881 -2.3985
H 2.9672 -3.6368 -2.7068
H 2.6422 -2.8424 -1.1520
H 2.1245 -0.9112 -4.8879
H 0.4627 -1.3618 -5.2551
H 1.7370 -2.5929 -5.2692
H -0.2088 -3.7726 -1.7560
H 0.2139 -4.3119 -3.3884
H -1.1319 -3.1843 -3.1474
H 3.6325 0.2179 -3.4755
H 3.8340 0.4480 -1.7338
H 4.1860 1.7744 -2.8427
H 1.1951 1.4053 -4.9632
H 1.9600 2.9547 -4.5751
H 0.2595 2.6800 -4.1785
H 2.0332 2.6992 -0.3487
H 0.7546 3.4689 -1.2744
H 2.4538 3.7763 -1.6990
C -2.8386 4.6555 3.6225
C -2.2594 3.3412 4.1306
N -2.5129 2.2332 3.2317
C -1.7405 1.9333 2.1585
S -0.3293 2.7706 1.7961
N -2.1657 0.9224 1.3848
C -3.2955 0.0679 1.6728
C -4.6263 0.6626 1.2177
H -2.6300 5.4647 4.3249
H -3.9207 4.5822 3.4931
H -2.3857 4.9014 2.6625
H -2.6868 3.0783 5.1012
H -1.1797 3.4328 4.2433
H -3.3753 1.7344 3.3563
H -1.4821 0.5894 0.7104
H -3.3150 -0.1827 2.7417
H -3.1182 -0.8708 1.1527
H -4.8240 1.6239 1.6962
H -5.4508 -0.0155 1.4466
H -4.6005 0.8291 0.1413
Cl 7.5736 0.7114 -0.9949
C 6.1294 0.4061 -0.0443
C 5.4110 1.4672 0.4820
C 4.2679 1.2211 1.2188
C 3.7902 -0.0841 1.4599
C 2.5494 -0.3221 2.1867
C 4.5590 -1.1289 0.9099
C 5.7034 -0.8943 0.1682
H 5.7417 2.4832 0.3052
H 3.7038 2.0590 1.6145
H 2.2839 0.5058 2.8457
H 2.5284 -1.2699 2.7264
H 4.2227 -2.1505 1.0518
H 6.2614 -1.7203 -0.2549
*
```

Output
HOMO level = -3.27 eV
Relative energy (zero: lowest compared OMol25 entry of this formula, charge and spin) = 0.0 kJ/mol
Frontier orbital gap = 5.103 eV

***

Record 3
Molecular formula: C6H16Cl6N3O6
Method: DFT, the ωB97M-V functional and the def2-TZVPD basis

Structure (ORCA input):
```
! RIJCOSX wB97M-V def2-TZVPD def2/J DEFGRID3
* xyz -1 1
N 0.3074 0.3151 -0.8484
H 0.3068 0.6175 0.1224
H 1.1709 -0.2052 -1.0021
H 0.4880 1.1467 -1.3975
H -0.5143 -0.2464 -1.0567
N 2.8740 -2.0112 -2.4420
O 2.5722 -1.0592 -1.7157
O 3.8599 -2.0132 -3.0838
O 2.0537 -2.9152 -2.4953
N -1.3839 -2.0873 -2.4511
O -1.0990 -2.9699 -1.6411
O -1.9298 -1.0152 -2.1924
O -0.8936 -2.2954 -3.5463
Cl 0.1550 1.5348 -3.6273
C 0.2910 3.3489 -3.7967
C 0.7424 4.0501 -2.5290
Cl -0.2263 3.4663 -1.1564
H -0.7043 3.7142 -4.0484
H 0.9422 3.5826 -4.6383
H 0.6240 5.1302 -2.6104
H 1.7897 3.8583 -2.2978
Cl -2.6563 -1.9183 3.6898
C -2.5512 -2.6235 2.0104
C -1.2148 -3.2615 1.7294
Cl -0.1376 -1.9029 1.3549
H -2.8604 -1.8906 1.2668
H -3.3268 -3.3897 2.0163
H -1.2158 -4.1037 1.0382
H -0.8483 -3.7498 2.6330
Cl 1.0942 1.0000 2.0798
C 0.1543 0.6013 3.5757
C 0.4287 1.5806 4.6914
Cl 2.0238 1.3556 5.4278
H 0.5096 -0.3984 3.8193
H -0.8893 0.6751 3.2742
H -0.3282 1.4547 5.4655
H 0.3923 2.6244 4.3817
*
```

Output
HOMO level = -4.37 eV
Relative energy (zero: lowest compared OMol25 entry of this formula, charge and spin) = 41.5 kJ/mol
Frontier orbital gap = 6.466 eV

***

Q: The highest relative energy (zero: lowest compared OMol25 entry of this formula, charge and spin) belongs to which entry?
A: C6H16Cl6N3O6

***

Q: The highest relative energy (zero: lowest compared OMol25 entry of this formula, charge and spin) belongs to which entry?
A: C6H16Cl6N3O6